Here is a 2-piece molecular cluster, C10H22O5 overall from the Open Molecules 2025 dataset. Energies are from ωB97M-V with the def2-TZVPD basis set.

- Expectation value of S²: 0.754
- Multiplicity: 2
- HOMO-LUMO gap (spin up / spin down): 0.252 / 0.251 Ha
- HOMO level (spin up / spin down): -0.4397 / -0.4378 Eh
- Energy: -20952.52434 eV
- Max |F|: 0.0150 hartree/bohr
- Net charge: +1
- LUMO (spin up / spin down): -5.096 / -5.096 eV

Last column: natural (NBO) charge in e.
Element x y z (Å)
H: 1.359 -0.966 -2.155  0.311
C: 1.576 -1.980 -2.562  -0.742
C: 1.406 -2.903 -1.453  0.560
O: 2.401 -3.394 -0.881  -0.340
C: 2.281 -4.354 0.217  -0.092
C: 3.000 -3.826 1.426  -0.100
O: 2.261 -2.784 1.998  -0.541
C: 2.878 -2.239 3.143  -0.256
H: 2.590 -2.004 -2.970  0.277
H: 0.810 -2.182 -3.323  0.286
H: 0.406 -3.197 -1.103  0.205
H: 2.761 -5.264 -0.158  0.238
H: 1.216 -4.529 0.413  0.214
H: 4.014 -3.488 1.148  0.197
H: 3.107 -4.671 2.130  0.206
H: 2.241 -1.425 3.507  0.214
H: 2.981 -2.998 3.936  0.181
H: 3.875 -1.838 2.894  0.178
O: 0.190 5.062 -0.216  -0.267
C: -1.102 5.401 0.003  -0.166
C: -1.937 4.381 0.750  -0.093
O: -2.246 3.318 -0.113  -0.545
C: -2.962 2.285 0.520  -0.091
C: -3.432 1.244 -0.475  -0.083
O: -2.421 0.409 -0.985  -0.547
C: -1.659 0.955 -2.037  -0.247
H: -1.560 5.610 -0.994  0.231
H: -1.133 6.395 0.499  0.220
H: -2.867 4.858 1.110  0.172
H: -1.379 4.025 1.636  0.175
H: -3.854 2.703 1.023  0.175
H: -2.336 1.803 1.295  0.171
H: -3.975 1.743 -1.297  0.177
H: -4.143 0.588 0.046  0.198
H: -0.996 0.164 -2.409  0.152
H: -2.311 1.299 -2.861  0.176
H: -1.040 1.802 -1.704  0.192

Forces on the atoms, in the same order (eV/Å):
0.041 -0.390 -0.216
-0.022 0.415 -0.070
-0.113 -0.222 0.190
-0.001 0.324 -0.444
-0.168 -0.593 0.465
0.276 0.009 0.295
-0.340 -0.190 -0.642
0.300 0.272 0.533
-0.233 0.034 0.122
0.173 0.100 0.156
0.189 0.110 0.012
-0.111 0.244 0.054
0.204 0.087 -0.045
-0.174 -0.133 0.032
0.015 0.130 -0.166
0.183 -0.261 -0.147
-0.017 0.192 -0.212
-0.245 -0.086 0.105
0.206 -0.122 -0.034
-0.385 0.338 -0.229
-0.103 0.229 0.454
0.096 -0.147 -0.338
-0.127 -0.095 0.399
-0.431 0.271 -0.037
0.265 -0.375 0.063
0.086 0.427 -0.189
0.122 -0.088 0.274
0.029 -0.250 -0.039
0.178 -0.088 -0.063
-0.092 0.054 -0.224
0.161 -0.114 -0.089
-0.124 0.102 -0.159
0.150 -0.106 0.153
0.183 0.118 -0.133
-0.226 0.082 0.035
0.234 -0.126 0.208
-0.181 -0.156 -0.074